DFT (ωB97M-V with the def2-TZVPD basis set) results for a structure of composition C33H57IN2O2SiY at a distorted geometry.

The geometry in ORCA input format:
```
! wB97M-V def2-TZVPD RIJCOSX def2/J DEFGRID3
* xyz 1 1
O 1.78 -2.22 -1.64
O 0.81 -0.47 -3.12
C 3.07 -2.43 -0.87
C 2.93 -3.27 0.38
H 3.49 -1.44 -0.61
H 3.79 -2.94 -1.53
H 2.35 -2.79 1.17
H 3.95 -3.38 0.80
H 2.58 -4.31 0.19
C 0.52 -2.80 -1.13
C 0.03 -3.98 -1.90
H -0.26 -2.02 -1.15
H 0.72 -3.00 -0.08
H -0.24 -3.65 -2.93
H -0.87 -4.36 -1.41
H 0.74 -4.83 -1.87
C -0.53 0.06 -3.61
C 1.82 -0.89 -4.04
C -1.59 -0.96 -3.47
H -0.18 0.17 -4.62
H -0.72 1.06 -3.16
H -1.38 -1.93 -3.95
H -2.50 -0.59 -3.98
H -1.79 -1.08 -2.40
C 1.34 -1.99 -4.94
H 2.67 -1.10 -3.41
H 1.92 0.02 -4.60
H 1.10 -2.91 -4.42
H 2.20 -2.20 -5.56
H 0.57 -1.69 -5.64
H 0.93 -1.13 -2.34
N -0.48 -0.21 2.98
C -1.32 0.26 3.94
C -2.16 1.37 3.80
C -2.46 2.06 2.61
C -1.46 -0.49 5.26
H -0.50 -0.89 5.62
H -2.19 -1.32 5.15
H -1.85 0.22 5.99
C -3.71 2.87 2.48
H -4.34 2.48 1.68
H -3.48 3.92 2.27
H -4.25 2.80 3.43
N -1.65 2.03 1.55
C -0.16 -1.60 2.98
C 1.09 -2.05 3.48
C 2.10 -1.06 3.98
C 1.34 -3.42 3.56
H 2.30 -3.75 3.98
C 0.38 -4.34 3.14
H 0.58 -5.42 3.19
C -0.85 -3.89 2.68
H -1.64 -4.57 2.37
C -1.15 -2.53 2.63
C -2.53 -2.10 2.25
C -1.91 2.59 0.26
C -1.40 3.87 -0.04
C -0.76 4.68 1.06
C -1.49 4.32 -1.36
H -1.04 5.28 -1.62
C -2.16 3.56 -2.32
H -2.24 3.91 -3.36
C -2.80 2.35 -1.96
H -3.37 1.79 -2.69
C -2.69 1.85 -0.67
C -3.33 0.55 -0.27
Y 0.47 1.40 1.56
H 2.62 -0.56 3.15
H 2.85 -1.59 4.58
H 1.66 -0.28 4.63
H -2.52 -1.25 1.57
H -3.16 -1.84 3.11
H -3.02 -2.94 1.76
H -0.49 5.67 0.68
H 0.16 4.22 1.47
H -1.43 4.84 1.92
H -3.79 0.59 0.72
H -2.60 -0.28 -0.29
H -4.13 0.27 -0.97
H -2.80 1.62 4.65
C 1.21 0.87 -0.31
Si 2.14 1.98 -1.39
H 0.08 0.78 -0.63
H 1.68 -0.08 0.05
C 3.86 1.39 -1.87
C 2.36 3.55 -0.39
C 1.40 2.68 -3.00
H 1.94 3.61 -3.26
H 0.35 2.98 -2.88
H 1.47 2.01 -3.87
H 4.47 1.24 -0.97
H 4.34 2.17 -2.49
H 3.86 0.44 -2.44
H 2.72 3.36 0.63
H 1.45 4.16 -0.34
H 3.13 4.11 -0.93
I 2.09 2.82 3.31
*
```

Calculated values
DFT total energy (eV): -59237.9080
Gap between HOMO and LUMO (eV): 8.52
Energy above the lowest of the compared OMol25 structures with the same formula, charge and spin (eV): 4.423

Löwdin atomic charge list, values in e, 8 entries:
1 O -0.242
2 O -0.135
3 C -0.162
4 C -0.079
5 H 0.110
6 H 0.126
7 H 0.053
8 H 0.105